Entry 1:
Density functional theory data (ωB97M-V with the def2-TZVPD basis set) for C22H36MoN5O2S3Si as an isolated structure.

```
70
Properties=species:S:1:pos:R:3
Mo -0.072 0.093 -0.195
C -5.791 1.234 1.118
Si -5.566 0.226 -0.405
C -5.330 -1.573 -0.017
C -6.865 0.482 -1.674
C -3.916 0.805 -1.252
C -3.916 1.471 -2.490
C -2.753 1.820 -3.174
C -1.531 1.480 -2.638
N -1.518 0.841 -1.459
C -2.645 0.543 -0.783
S -2.155 -0.143 0.804
H -6.706 0.922 1.627
H -5.898 2.293 0.874
H -4.977 1.132 1.838
H -6.312 -2.045 0.068
H -4.807 -1.749 0.924
H -4.794 -2.088 -0.819
H -7.805 0.060 -1.308
H -6.654 -0.014 -2.625
H -7.063 1.536 -1.881
H -4.866 1.733 -2.941
H -2.793 2.344 -4.119
H -0.584 1.680 -3.119
C 0.988 5.507 1.995
C 0.244 4.196 1.745
S 1.355 3.023 0.980
O 0.391 1.900 0.469
C 2.216 2.326 2.382
C 1.413 1.374 3.251
H 0.278 6.221 2.408
H 1.393 5.919 1.072
H 1.794 5.398 2.719
H -0.565 4.308 1.022
H -0.156 3.743 2.652
H 2.541 3.216 2.930
H 3.111 1.863 1.967
H 0.579 1.856 3.758
H 2.080 0.966 4.009
H 1.020 0.527 2.682
N 2.359 -5.118 2.098
C 2.198 -3.942 1.503
O 2.932 -2.969 1.677
C 1.077 -3.768 0.513
C 0.560 -4.684 -0.395
C -0.319 -4.246 -1.380
C -0.648 -2.905 -1.466
N -0.165 -2.037 -0.566
C 0.633 -2.464 0.399
H 3.128 -5.236 2.742
H 1.695 -5.869 2.004
H 0.864 -5.724 -0.378
H -0.721 -4.933 -2.110
H -1.286 -2.511 -2.245
H 1.021 -1.741 1.133
S 1.743 0.073 -1.835
C 3.408 -0.172 -1.272
N 3.783 -0.730 -0.135
C 5.205 -0.977 0.205
C 6.019 -1.103 -1.068
C 5.772 0.108 -1.941
N 4.314 0.267 -2.127
H 3.116 -1.239 0.439
H 5.220 -1.887 0.798
H 5.558 -0.158 0.831
H 5.740 -2.012 -1.603
H 7.078 -1.174 -0.827
H 6.211 0.003 -2.931
H 6.163 1.019 -1.488
H 3.978 0.702 -2.973
```

Summary:
Frontier orbital gap (alpha / beta), eV: 6.21 / 6.96
Spin multiplicity: 3
HOMO (alpha / beta), eV: -17.0 / -17.1
Total charge: +3
Lowest unoccupied orbital energy (alpha / beta), eV: -10.77 / -10.14

***

Entry 2:
Density functional theory data (ωB97M-V with the def2-TZVPD basis set) for a 6-piece molecular cluster, C22H36O18 overall.

```
76
Properties=species:S:1:pos:R:3
C 3.633 -1.681 1.412
C 3.671 -2.442 0.032
C 3.528 -1.611 -1.272
O 4.615 -2.040 -2.079
C 5.462 -2.821 -1.381
O 6.586 -3.193 -1.686
O 4.952 -3.049 -0.164
H 3.907 -2.437 2.205
H 2.672 -1.205 1.590
H 4.388 -0.877 1.267
H 2.963 -3.273 0.046
H 3.599 -0.545 -1.122
H 2.587 -1.832 -1.789
C 1.759 1.357 -2.269
C 1.107 2.310 -1.213
C -0.404 2.478 -1.403
O -0.888 2.084 -0.138
C 0.109 1.852 0.703
O -0.045 1.622 1.877
O 1.206 1.843 0.090
H 1.309 0.315 -2.115
H 2.851 1.400 -2.148
H 1.645 1.875 -3.222
H 1.616 3.328 -1.258
H -0.897 1.880 -2.180
H -0.673 3.551 -1.586
C -0.428 1.726 6.238
C -0.923 0.327 5.774
C -0.308 -0.254 4.515
O 0.560 -1.235 5.039
C 0.174 -1.528 6.256
O 0.300 -2.609 6.817
O -0.667 -0.611 6.722
H 0.588 1.659 6.502
H -0.910 2.121 7.179
H -0.541 2.485 5.476
H -2.004 0.444 5.601
H 0.260 0.464 3.977
H -1.012 -0.610 3.735
C 1.397 2.155 -6.265
C -0.075 2.499 -5.874
C -1.157 2.146 -6.873
O -2.026 1.339 -6.048
C -1.628 1.279 -4.736
O -2.194 0.642 -3.834
O -0.475 1.922 -4.630
H 2.063 2.562 -5.505
H 1.586 2.521 -7.247
H 1.615 1.082 -6.353
H -0.198 3.589 -5.635
H -0.794 1.760 -7.805
H -1.768 2.970 -7.218
C -1.102 -1.363 -2.031
O -1.451 -1.929 -0.741
C -0.487 -1.996 0.158
O 0.843 -1.615 -0.104
O -0.840 -2.392 1.341
C 0.024 -2.871 2.348
H -0.791 -0.303 -1.870
H -1.953 -1.474 -2.673
H -0.293 -1.920 -2.514
H -0.385 -2.739 3.309
H 0.881 -2.222 2.342
H 0.316 -3.938 2.272
C -3.766 0.920 -0.359
O -4.550 0.058 0.459
C -4.010 -0.330 1.621
O -2.758 0.246 2.063
O -4.750 -1.146 2.375
C -4.300 -1.453 3.645
H -3.654 1.884 0.112
H -4.327 1.036 -1.251
H -2.778 0.545 -0.583
H -3.889 -0.666 4.213
H -3.566 -2.280 3.612
H -5.131 -1.778 4.254
```

Summary:
Frontier orbital gap, eV: 9.97
HOMO, eV: -10.0
SMILES string: C[C@H]1COC(=O)O1.C[C@H]1COC(=O)O1.C[C@H]1COC(=O)O1.C[C@H]1COC(=O)O1.COC(=O)OC.COC(=O)OC
Total charge: 0
Lowest unoccupied orbital energy, eV: -0.04

***

Entry 3:
Density functional theory data (ωB97M-V with the def2-TZVPD basis set) for a 7-piece molecular cluster, C22H36O20P overall.

```
79
Properties=species:S:1:pos:R:3
C 3.347 -0.435 0.618
C 2.798 0.487 1.702
C 1.301 0.285 1.966
C 0.354 0.818 0.878
O -0.632 -0.163 0.641
P 0.010 -1.756 0.972
O 0.932 -1.012 2.309
H 3.701 -1.370 1.038
H 2.621 -0.596 -0.157
H 4.219 0.023 0.146
H 3.036 1.521 1.450
H 3.324 0.267 2.628
H 1.111 0.940 2.835
H 0.858 1.168 -0.035
H -0.232 1.681 1.197
H -0.724 -2.370 -0.115
H 1.029 -1.427 -0.026
H 0.717 -3.010 1.188
H -1.074 -2.062 1.877
C 3.233 3.392 6.411
C 2.431 2.341 5.671
O 3.167 2.198 4.456
C 4.442 2.588 4.678
O 5.346 2.438 3.926
O 4.551 3.186 5.897
H 3.223 3.263 7.491
H 2.916 4.408 6.168
H 2.416 1.380 6.187
H 1.411 2.647 5.458
C -3.693 -3.186 -1.067
C -4.616 -4.046 -1.904
O -3.822 -4.304 -3.073
C -2.516 -4.165 -2.722
O -1.604 -4.467 -3.427
O -2.405 -3.635 -1.494
H -3.812 -3.334 0.002
H -3.783 -2.122 -1.288
H -4.859 -4.993 -1.429
H -5.540 -3.539 -2.175
C 0.152 3.525 -3.388
C 1.628 3.814 -3.199
O 1.650 4.422 -1.900
C 0.555 4.001 -1.226
O 0.385 4.170 -0.062
O -0.300 3.355 -2.044
H -0.039 2.624 -3.965
H -0.386 4.365 -3.836
H 2.230 2.905 -3.169
H 2.033 4.496 -3.943
C -6.949 -7.906 -3.710
C -5.462 -8.159 -3.582
O -5.096 -7.309 -2.491
C -6.204 -7.092 -1.744
O -6.210 -6.565 -0.680
O -7.311 -7.557 -2.370
H -7.509 -8.778 -4.037
H -7.175 -7.065 -4.367
H -5.237 -9.192 -3.313
H -4.899 -7.889 -4.472
C 1.071 6.738 2.021
C 2.567 6.568 2.169
O 2.869 7.469 3.248
C 1.744 7.647 3.978
O 1.705 8.200 5.031
O 0.676 7.107 3.353
H 0.572 5.827 1.706
H 0.807 7.550 1.341
H 2.843 5.555 2.465
H 3.123 6.842 1.278
C 0.443 -1.394 -3.284
C 1.456 -2.198 -2.499
O 2.581 -1.304 -2.457
C 2.124 -0.047 -2.598
O 2.751 0.938 -2.363
O 0.821 -0.047 -2.976
H -0.582 -1.580 -2.976
H 0.533 -1.547 -4.363
H 1.129 -2.399 -1.476
H 1.731 -3.131 -2.983
```

Summary:
Frontier orbital gap, eV: 5.86
HOMO, eV: -4.1
Total charge: -1
Lowest unoccupied orbital energy, eV: 1.78

***

Entry 4:
Density functional theory data (ωB97M-V with the def2-TZVPD basis set) for C22H37BF7NO16PtS2 as an isolated structure.

```
87
Properties=species:S:1:pos:R:3
Pt -2.007 -1.728 0.565
N -0.392 -0.460 0.151
S 0.847 0.208 0.707
O 0.747 1.450 1.439
O 2.142 -0.257 0.226
F 0.824 -0.736 2.001
S -0.012 0.439 -1.321
O 0.470 -0.453 -2.386
O 0.424 1.839 -1.327
F -1.580 0.483 -1.782
B -4.619 -1.333 -0.131
F -4.863 -0.419 0.818
F -4.191 -2.433 0.514
F -5.737 -1.637 -0.827
F -3.566 -0.859 -0.905
C 0.418 0.889 5.185
C 0.342 2.225 4.605
O -0.245 3.150 5.503
C -0.560 4.441 5.143
O -0.440 4.904 4.006
O -0.945 5.137 6.143
C -1.372 6.495 6.097
H 0.808 0.983 6.199
H 1.206 0.335 4.676
H -0.552 0.391 5.183
H -0.350 2.175 3.765
H 1.346 2.564 4.349
H -0.542 7.162 5.865
H -1.579 6.875 7.097
H -2.189 6.877 5.485
C -2.751 3.273 0.527
C -3.376 1.918 0.874
O -3.479 1.736 2.274
C -3.104 0.613 2.990
O -2.767 -0.411 2.406
O -3.322 0.838 4.248
C -3.489 2.088 4.839
H -2.495 3.238 -0.532
H -1.775 3.406 0.993
H -3.481 4.036 0.800
H -2.717 1.228 0.348
H -4.416 1.789 0.572
H -4.552 2.316 4.760
H -2.933 2.914 4.394
H -3.350 1.963 5.913
C 2.381 -2.780 -3.383
C 3.129 -4.103 -3.281
O 4.118 -4.169 -4.317
C 3.740 -4.575 -5.512
O 2.540 -4.963 -5.688
O 4.790 -4.595 -6.210
C 4.672 -5.101 -7.554
H 2.488 -2.222 -4.313
H 2.597 -2.027 -2.625
H 1.314 -2.980 -3.282
H 2.458 -4.962 -3.312
H 3.708 -4.159 -2.360
H 5.559 -5.026 -8.183
H 3.855 -4.600 -8.074
H 4.360 -6.146 -7.551
C -0.228 -6.692 -1.215
C -0.716 -5.285 -0.929
O -0.831 -4.626 -2.232
C -1.423 -3.470 -2.341
O -1.804 -2.784 -1.385
O -1.765 -3.332 -3.593
C -2.503 -2.267 -3.986
H -0.442 -7.279 -0.323
H 0.839 -6.785 -1.414
H -0.678 -7.153 -2.094
H 0.096 -4.887 -0.321
H -1.670 -5.308 -0.402
H -1.976 -1.356 -3.704
H -3.480 -2.470 -3.548
H -2.600 -2.202 -5.070
F 6.146 4.290 -0.525
C 4.817 4.039 -0.379
C 4.219 4.234 0.834
C 2.844 4.244 0.858
C 2.068 3.943 -0.339
C 2.677 3.969 -1.567
C 4.122 3.908 -1.576
H 4.678 4.371 1.802
H 2.328 4.166 1.804
H 0.992 3.896 -0.247
H 2.053 3.846 -2.440
H 4.704 3.744 -2.471
```

Summary:
Frontier orbital gap (alpha / beta), eV: 7.45 / 3.90
Spin multiplicity: 4
HOMO (alpha / beta), eV: -11.9 / -11.9
Total charge: +1
Lowest unoccupied orbital energy (alpha / beta), eV: -4.45 / -8.00

***

Entry 5:
Density functional theory data (ωB97M-V with the def2-TZVPD basis set) for C22H37BN3O15S2 as an isolated structure.

```
80
Properties=species:S:1:pos:R:3
C 0.010 -1.411 0.385
C 0.325 -1.032 -1.017
O -0.325 -1.354 -1.993
N 1.525 -0.243 -1.126
C 2.267 -0.572 -2.350
C 1.767 -0.132 -3.686
O 3.285 -1.205 -2.216
S 1.332 1.482 -0.980
O 1.229 1.728 0.428
O 2.533 1.909 -1.657
N 0.097 1.925 -1.834
S -1.418 1.951 -1.250
O -1.630 1.114 -0.083
O -1.853 3.330 -1.150
B -2.350 1.244 -2.733
O -1.739 1.370 -3.940
N -3.657 0.687 -2.598
C -4.233 0.364 -3.911
C -3.740 -0.484 -1.691
H 0.762 -2.104 0.756
H -0.969 -1.882 0.435
H -0.005 -0.510 0.989
H 1.949 -0.915 -4.415
H 2.305 0.779 -3.944
H 0.712 0.111 -3.667
H -0.908 1.857 -3.842
H -5.232 -0.045 -3.760
H -3.652 -0.405 -4.427
H -4.290 1.253 -4.530
H -2.801 -0.696 -1.199
H -4.481 -0.282 -0.919
H -4.043 -1.386 -2.219
O 2.622 -0.434 1.583
C 3.734 -0.517 1.154
O 4.306 -1.712 0.870
C 5.681 -1.528 0.502
C 5.790 -0.077 0.046
C 4.720 0.601 0.900
H 6.297 -1.729 1.384
H 5.929 -2.246 -0.276
H 6.790 0.336 0.162
H 5.509 -0.003 -1.005
H 5.090 0.922 1.876
H 4.242 1.436 0.393
O 5.672 2.916 3.349
C 4.654 3.530 3.189
O 4.543 4.543 2.306
C 3.235 5.141 2.393
C 2.346 4.053 2.980
C 3.327 3.299 3.880
H 3.303 6.024 3.034
H 2.933 5.448 1.396
H 1.472 4.436 3.501
H 2.001 3.396 2.181
H 3.377 3.718 4.886
H 3.104 2.239 3.940
O 0.973 2.183 5.720
C 0.583 1.517 4.800
O 0.089 2.089 3.685
C -0.361 1.089 2.745
C 0.398 -0.174 3.134
C 0.561 0.007 4.649
H -1.442 0.980 2.858
H -0.144 1.436 1.736
H -0.120 -1.086 2.843
H 1.377 -0.173 2.653
H -0.287 -0.381 5.216
H 1.482 -0.423 5.034
O -5.549 -3.347 -0.097
C -5.965 -3.908 -1.062
O -6.366 -3.253 -2.182
C -6.908 -4.179 -3.135
C -6.317 -5.536 -2.767
C -6.167 -5.403 -1.252
H -7.997 -4.166 -3.045
H -6.633 -3.845 -4.132
H -6.935 -6.371 -3.088
H -5.334 -5.647 -3.226
H -7.073 -5.695 -0.718
H -5.319 -5.949 -0.851
```

Summary:
Frontier orbital gap, eV: 8.51
HOMO, eV: -6.5
Total charge: -1
Lowest unoccupied orbital energy, eV: 2.04

***

Entry 6:
Density functional theory data (ωB97M-V with the def2-TZVPD basis set) for C22H37BrNPV as an isolated structure.

```
63
Properties=species:S:1:pos:R:3
C 0.328 -0.802 -2.002
C -0.938 -0.173 -2.140
C -0.744 1.247 -2.011
H -1.868 -0.667 -2.383
C 0.655 1.465 -1.718
C 1.304 0.191 -1.690
H 2.375 0.047 -1.602
H 0.523 -1.848 -2.214
H -1.494 2.002 -2.158
H 1.157 2.418 -1.675
V -0.314 0.479 -0.150
Br -2.648 -0.386 0.277
C 0.291 -0.549 2.163
C 1.500 -0.484 1.373
C 1.508 -1.648 0.536
H 2.320 0.224 1.521
C 0.288 -2.342 0.716
C -0.450 -1.701 1.743
H -1.370 -2.048 2.199
H 0.073 0.049 3.033
H 2.348 -1.985 -0.059
H -0.031 -3.233 0.185
C -3.394 3.019 0.300
C -2.414 4.170 0.559
C -2.063 4.740 -0.835
C -3.140 5.246 1.402
P -0.870 3.529 1.391
N -0.481 2.075 0.699
C 0.488 4.813 1.154
C -0.052 6.238 1.418
C 1.690 4.553 2.070
C 1.019 4.679 -0.274
C -1.073 3.171 3.204
C -1.447 4.414 4.038
C -2.159 2.090 3.302
C 0.223 2.544 3.754
H -4.298 3.446 -0.163
H -3.680 2.494 1.212
H -2.961 2.273 -0.377
H -3.010 4.995 -1.334
H -1.468 5.658 -0.784
H -1.551 3.984 -1.449
H -3.635 4.800 2.275
H -2.491 6.069 1.720
H -3.923 5.674 0.757
H -0.456 6.358 2.435
H 0.806 6.919 1.330
H -0.799 6.559 0.680
H 2.060 3.525 1.971
H 2.488 5.227 1.743
H 1.492 4.793 3.117
H 0.270 4.823 -1.049
H 1.775 5.456 -0.415
H 1.489 3.701 -0.406
H -0.678 5.198 4.018
H -2.415 4.843 3.756
H -1.536 4.073 5.079
H -1.877 1.208 2.710
H -2.237 1.793 4.355
H -3.139 2.442 2.972
H 0.712 1.907 3.008
H 0.936 3.285 4.127
H -0.044 1.920 4.616
```

Summary:
Frontier orbital gap (alpha / beta), eV: 6.07 / 6.09
HOMO (alpha / beta), eV: -10.7 / -10.7
Total charge: +1
Lowest unoccupied orbital energy (alpha / beta), eV: -4.61 / -4.59

***

The E results, record by record, are as follows: -77160.9802, -60249.5250, -73636.4947, -102268.3815, -80948.4858, -129916.1675 eV.
The largest force on an atom results, record by record, are as follows: 0.6, 8.8, 1.6, 12.3, 1.6, 7.1 eV Å⁻¹.